Entry 1:
Entry from the OMol25 dataset: a molecular structure, H2N2O4S (ωB97M-V/def2-TZVPD).

- Orbital gap (spin up / spin down): 5.60 / 5.60 eV
- HOMO energy (spin up / spin down): 1.37 / 1.37 eV
- Total charge: -2
- Energy above the lowest of the compared OMol25 structures with the same formula, charge and spin: 145.8 kJ/mol

Each line ends with the Löwdin charge.
CARTESIAN COORDINATES (ANGSTROEM)
N  1.012  -0.611  0.024  -0.22
N  -0.429  0.137  0.931  -0.19
O  2.029  0.138  -0.330  -0.43
O  -1.765  0.827  -1.254  -0.47
O  -1.868  -1.421  -0.566  -0.43
O  -2.899  0.216  0.884  -0.49
S  -1.782  -0.071  -0.068  0.27
H  0.456  -0.865  -0.734  -0.03
H  -0.340  1.122  1.014  -0.01

Entry 2:
Entry from the OMol25 dataset: a single C5H10O2 molecule (ωB97M-V/def2-TZVPD).

- Orbital gap: 11.14 eV
- HOMO energy: -10.06 eV
- Energy above the lowest of the compared OMol25 structures with the same formula, charge and spin: 215.2 kJ/mol
- Structure (SMILES): CC[C@H]1O[C@@H]1CO

Each line ends with the Löwdin charge.
CARTESIAN COORDINATES (ANGSTROEM)
C  0.500  2.051  -1.471  -0.10
C  -0.389  0.822  -1.321  -0.21
C  0.029  0.005  -0.140  -0.28
O  -0.573  0.494  1.062  -0.04
C  -0.924  -0.829  0.576  -0.20
C  -0.416  -1.883  1.542  -0.22
O  0.650  -1.341  2.271  -0.07
H  0.171  2.672  -2.308  0.07
H  0.474  2.662  -0.563  0.08
H  1.541  1.758  -1.646  0.08
H  -1.421  1.126  -1.113  0.12
H  -0.392  0.213  -2.231  0.12
H  1.085  -0.252  -0.044  0.16
H  -1.932  -0.943  0.167  0.16
H  -0.068  -2.759  0.980  0.13
H  -1.241  -2.208  2.197  0.12
H  0.492  -0.372  2.216  0.08

Entry 3:
Entry from the OMol25 dataset: 2 unconnected molecules or ions with the total composition CH4NO3PS (ωB97M-V/def2-TZVPD).

- Orbital gap: 5.80 eV
- HOMO energy: 0.66 eV
- Total charge: -2
- Energy above the lowest of the compared OMol25 structures with the same formula, charge and spin: 290.4 kJ/mol

Each line ends with the Löwdin charge.
CARTESIAN COORDINATES (ANGSTROEM)
C  0.780  -0.290  0.377  -0.31
N  -1.508  2.313  -1.412  -0.51
O  -0.275  -3.086  0.150  -0.43
O  1.733  -1.414  0.193  -0.33
O  0.673  -2.287  2.386  -0.46
P  0.352  -1.989  0.930  0.28
S  0.109  2.519  -0.546  -0.01
H  0.558  0.305  -0.515  -0.07
H  1.062  0.335  1.210  0.02
H  -1.963  1.946  -0.619  -0.11
H  -1.522  1.648  -2.155  -0.07

Entry 4:
Entry from the OMol25 dataset: a single C2H3Cl3O2S molecule (ωB97M-V/def2-TZVPD).

- Orbital gap: 10.51 eV
- HOMO energy: -11.23 eV
- Energy above the lowest of the compared OMol25 structures with the same formula, charge and spin: 0.0 kJ/mol
- Structure (SMILES): CC(Cl)(Cl)S(=O)(=O)Cl

Each line ends with the Löwdin charge.
CARTESIAN COORDINATES (ANGSTROEM)
C  -1.377  -0.085  0.120  -0.23
C  -0.035  -0.641  0.359  -1.36
Cl  0.328  -0.936  2.020  0.69
Cl  0.122  -1.992  -0.714  0.71
S  1.430  0.473  -0.397  0.31
O  2.740  -0.008  -0.151  -0.33
O  1.028  0.730  -1.757  -0.38
Cl  1.246  2.361  0.560  0.31
H  -2.234  -0.696  0.187  0.07
H  -1.661  0.725  0.768  0.08
H  -1.587  0.069  -0.996  0.12

Entry 5:
Entry from the OMol25 dataset: a molecular structure, C5H4O7Tb (ωB97M-V/def2-TZVPD).

- Orbital gap (spin up / spin down): 5.77 / 7.11 eV
- HOMO energy (spin up / spin down): -9.03 / -9.07 eV
- Energy above the lowest of the compared OMol25 structures with the same formula, charge and spin: 0.0 kJ/mol
- Spin multiplicity: 8

Each line ends with the Löwdin charge.
CARTESIAN COORDINATES (ANGSTROEM)
O  1.996  0.385  0.142  -0.22
C  2.833  -0.480  -0.305  -0.54
O  3.658  -0.277  -1.188  0.09
O  2.295  -1.629  1.809  -0.24
O  4.248  -2.199  0.880  0.09
C  3.175  -1.611  0.878  -0.56
Tb  0.568  -0.250  1.694  1.97
O  -1.458  0.386  1.578  -0.48
C  -2.433  0.951  0.790  -0.33
C  -1.994  1.140  -0.653  -0.15
O  -1.848  -0.134  -1.327  -0.01
C  -0.754  -0.420  -1.972  -0.26
H  -3.358  0.339  0.791  0.13
H  -2.729  1.961  1.143  0.13
H  -1.035  1.674  -0.718  0.13
H  -2.749  1.679  -1.237  0.13
O  -0.417  -1.515  -2.307  0.12

Entry 6:
Entry from the OMol25 dataset: 14 unconnected molecules or ions with the total composition C26H29Cl40NO3 (ωB97M-V/def2-TZVPD).

- Orbital gap: 8.60 eV
- HOMO energy: -9.76 eV

Each line ends with the Löwdin charge.
CARTESIAN COORDINATES (ANGSTROEM)
C  3.177  0.635  2.120  -0.13
C  2.771  1.046  0.701  -0.67
Cl  4.247  1.718  -0.107  0.59
C  2.284  -0.168  -0.124  -0.14
C  0.791  -0.240  -0.413  -0.07
C  0.211  -1.350  -0.904  -0.12
C  0.942  -2.620  -1.225  -0.11
C  1.039  -3.451  0.076  -0.29
N  2.287  -4.236  0.113  0.00
C  -1.269  -1.338  -1.105  -0.38
O  -1.802  -1.956  -1.979  0.09
C  -2.044  -0.519  -0.149  0.06
C  -1.481  0.591  0.330  -0.11
C  -2.075  1.561  1.305  -0.12
C  -3.402  1.145  1.876  -0.28
O  -4.327  1.916  1.901  0.00
C  -0.116  0.918  -0.193  -0.32
O  0.185  2.052  -0.441  0.09
H  2.544  -0.178  2.492  0.08
H  4.208  0.270  2.118  0.05
H  3.133  1.474  2.817  0.08
H  2.043  1.849  0.716  0.07
H  2.520  -1.071  0.450  0.11
H  2.836  -0.238  -1.066  0.10
H  1.944  -2.407  -1.607  0.12
H  0.356  -3.150  -1.980  0.10
H  0.174  -4.110  0.150  0.07
H  1.027  -2.730  0.907  0.09
H  3.051  -3.564  0.050  0.03
H  2.373  -4.608  1.058  0.04
H  -3.044  -0.867  0.096  0.13
H  -1.377  1.703  2.142  0.13
H  -2.197  2.532  0.816  0.10
H  -3.543  0.126  2.283  0.10
C  4.379  3.248  -4.190  -1.53
Cl  5.418  4.005  -2.986  0.53
Cl  5.291  2.893  -5.665  0.54
Cl  3.620  1.791  -3.555  0.52
H  3.595  3.949  -4.446  0.01
C  2.869  0.211  -6.934  -1.54
Cl  3.356  -1.453  -7.281  0.55
Cl  2.390  1.044  -8.412  0.54
Cl  1.570  0.261  -5.742  0.48
H  3.728  0.728  -6.522  -0.05
C  -1.215  5.502  2.428  -1.54
Cl  -0.004  6.048  3.587  0.54
Cl  -0.442  4.797  1.004  0.59
Cl  -2.302  4.319  3.147  0.57
H  -1.800  6.359  2.120  -0.01
C  5.984  -2.825  3.445  -1.54
Cl  7.189  -1.814  2.658  0.52
Cl  5.107  -1.916  4.675  0.53
Cl  4.863  -3.506  2.259  0.54
H  6.493  -3.647  3.932  0.01
C  -1.805  -4.679  3.312  -1.57
Cl  -0.402  -5.742  3.271  0.53
Cl  -1.919  -3.819  4.848  0.53
Cl  -1.758  -3.535  1.968  0.55
H  -2.694  -5.286  3.189  -0.08
C  -5.233  7.210  4.546  -1.55
Cl  -5.879  8.785  5.003  0.53
Cl  -3.485  7.289  4.306  0.53
Cl  -5.638  5.986  5.746  0.53
H  -5.685  6.921  3.606  0.01
C  -6.973  2.200  -0.724  -1.56
Cl  -5.754  2.955  -1.747  0.52
Cl  -8.083  3.401  -0.065  0.53
Cl  -7.849  0.949  -1.608  0.52
H  -6.464  1.727  0.104  -0.04
C  -6.488  -2.098  2.778  -1.52
Cl  -4.908  -2.770  3.194  0.51
Cl  -7.563  -2.109  4.171  0.55
Cl  -6.293  -0.464  2.138  0.59
H  -6.931  -2.714  2.006  0.02
C  10.533  0.632  4.134  -1.55
Cl  9.585  2.116  4.170  0.53
Cl  10.240  -0.338  5.579  0.52
Cl  10.190  -0.299  2.676  0.50
H  11.581  0.902  4.119  0.01
C  -3.651  -8.161  1.253  -1.53
Cl  -4.291  -6.687  1.998  0.56
Cl  -1.919  -8.019  0.969  0.53
Cl  -4.018  -9.568  2.245  0.54
H  -4.143  -8.283  0.297  0.01
C  0.930  -4.050  -6.064  -1.57
Cl  2.329  -4.611  -5.148  0.52
Cl  0.397  -5.272  -7.219  0.53
Cl  -0.373  -3.593  -4.970  0.54
H  1.227  -3.168  -6.617  -0.04
C  -0.549  6.460  -2.388  -1.57
Cl  0.836  6.931  -3.374  0.52
Cl  -1.264  7.866  -1.595  0.52
Cl  -1.748  5.600  -3.351  0.53
H  -0.197  5.788  -1.615  -0.04
C  -2.295  0.053  -4.345  -1.53
Cl  -3.700  0.825  -3.620  0.53
Cl  -2.349  0.206  -6.103  0.54
Cl  -0.792  0.735  -3.722  0.56
H  -2.306  -1.002  -4.099  -0.01

Entry 7:
Entry from the OMol25 dataset: a molecular structure, C20H15ClN5O4RuS (ωB97M-V/def2-TZVPD).

- Orbital gap (spin up / spin down): 7.22 / 4.58 eV
- HOMO energy (spin up / spin down): -18.06 / -18.05 eV
- Total charge: +3
- Energy above the lowest of the compared OMol25 structures with the same formula, charge and spin: 10.2 kJ/mol
- Spin multiplicity: 5

Each line ends with the Löwdin charge.
CARTESIAN COORDINATES (ANGSTROEM)
Ru  0.195  -0.320  -0.660  1.29
C  5.255  0.645  -0.786  0.05
N  4.296  0.792  0.331  -0.06
C  4.385  1.676  1.323  0.11
C  3.263  1.508  2.143  0.10
N  2.514  0.526  1.611  0.03
C  3.124  0.077  0.446  -0.64
S  2.597  -1.049  -0.651  0.90
C  1.408  -0.093  2.307  -0.24
C  1.516  -0.276  3.667  0.05
C  0.437  -0.843  4.341  0.04
C  -0.684  -1.217  3.621  0.02
C  -0.689  -1.017  2.253  -0.07
N  0.339  -0.456  1.596  0.01
H  6.114  1.272  -0.570  0.12
H  4.773  0.965  -1.707  0.12
H  5.562  -0.396  -0.853  0.11
H  5.197  2.382  1.417  0.18
H  2.998  2.035  3.047  0.17
H  2.419  -0.013  4.201  0.14
H  0.488  -0.996  5.412  0.15
H  -1.541  -1.666  4.103  0.14
H  -1.543  -1.306  1.651  0.12
O  -2.255  4.613  -2.503  0.19
C  -3.044  3.564  -2.660  -0.47
O  -4.106  3.602  -3.196  0.16
C  -2.553  2.240  -2.117  0.02
C  -3.278  1.013  -2.231  -0.52
Cl  -4.748  0.703  -2.932  0.99
N  -2.533  0.036  -1.662  -0.02
N  -1.411  0.584  -1.173  -0.10
C  -1.387  1.893  -1.474  -0.07
C  -0.050  2.490  -1.147  -0.45
O  0.211  3.649  -1.192  0.20
O  0.848  1.524  -0.816  -0.20
C  -2.562  -1.385  -1.494  -0.18
C  -3.681  -2.074  -1.107  0.03
C  -3.547  -3.439  -0.816  0.02
C  -2.318  -4.078  -0.875  -0.01
C  -1.192  -3.377  -1.290  -0.03
C  -1.294  -2.018  -1.600  -0.15
H  -1.416  4.447  -2.041  0.10
H  -4.639  -1.582  -1.010  0.13
H  -4.428  -3.997  -0.524  0.14
H  -2.244  -5.132  -0.643  0.14
H  -0.251  -3.893  -1.431  0.13
H  -0.546  -1.614  -2.309  0.12

Entry 8:
Entry from the OMol25 dataset: a single C19H25N3O2S molecule (ωB97M-V/def2-TZVPD).

- Orbital gap: 9.34 eV
- HOMO energy: -8.80 eV
- Energy above the lowest of the compared OMol25 structures with the same formula, charge and spin: 85.7 kJ/mol
- Structure (SMILES): CCN(CC)CCNC(=O)c1ccc(NC(=O)Cc2ccsc2)cc1

Each line ends with the Löwdin charge.
CARTESIAN COORDINATES (ANGSTROEM)
C  -1.542  -1.934  1.441  -0.08
C  -2.956  -2.267  0.974  -0.25
N  -3.469  -1.246  0.072  -0.21
C  -4.311  -1.786  -0.986  -0.26
C  -3.466  -2.326  -2.136  -0.08
C  -4.079  -0.127  0.775  -0.18
C  -3.892  1.171  -0.019  -0.15
N  -2.492  1.367  -0.303  0.07
C  -1.781  2.403  0.190  -0.45
O  -2.298  3.346  0.762  0.06
C  -0.307  2.343  -0.053  -0.13
C  0.392  3.547  -0.103  -0.01
C  1.758  3.565  -0.284  0.00
C  2.466  2.369  -0.397  -0.24
N  3.853  2.410  -0.579  0.14
C  4.850  1.656  -0.035  -0.47
O  5.995  1.824  -0.395  0.07
C  4.476  0.672  1.061  -0.05
C  4.412  -0.734  0.540  -0.35
C  5.401  -1.300  -0.308  -0.13
C  5.132  -2.584  -0.641  -0.40
S  3.670  -3.146  0.072  0.98
C  3.421  -1.620  0.826  -0.40
C  1.770  1.164  -0.367  -0.01
C  0.400  1.153  -0.189  -0.01
H  -1.508  -0.959  1.922  0.07
H  -1.199  -2.682  2.151  0.07
H  -0.863  -1.929  0.591  0.06
H  -3.616  -2.397  1.847  0.12
H  -2.929  -3.220  0.442  0.11
H  -4.977  -2.578  -0.606  0.12
H  -4.943  -0.983  -1.368  0.11
H  -4.110  -2.707  -2.924  0.07
H  -2.818  -3.133  -1.802  0.06
H  -2.844  -1.534  -2.545  0.07
H  -5.151  -0.290  0.971  0.13
H  -3.575  -0.010  1.736  0.12
H  -4.450  1.132  -0.960  0.11
H  -4.236  2.029  0.562  0.12
H  -2.034  0.559  -0.695  0.11
H  -0.163  4.466  0.009  0.12
H  2.291  4.504  -0.327  0.12
H  4.197  3.173  -1.151  0.16
H  5.279  0.728  1.802  0.14
H  3.533  0.948  1.534  0.12
H  6.262  -0.752  -0.645  0.11
H  5.699  -3.247  -1.263  0.06
H  2.557  -1.473  1.445  0.07
H  2.301  0.235  -0.500  0.10
H  -0.105  0.199  -0.143  0.09

F_max: 3.55 0.60 2.99 3.06 5.03 1.50 0.10 0.71 (eV/Å)